No. 1
Below is a structure of composition C4H12N2O2, with properties calculated with ωB97M-V with the def2-TZVPD basis set.

ΔE to the lowest compared entry with this formula, charge and spin	386.6	kJ/mol
E_HOMO	-7.495	eV
orbital gap	8.30	eV

```
20
Properties=species:S:1:pos:R:3:nbo_charge:R:1
C 1.267 -0.475 0.409 0.599
C -1.973 -0.002 -0.943 -0.026
C 2.256 -0.603 -0.757 -0.651
C -2.251 1.453 -1.050 -0.676
N 0.118 0.281 0.021 -0.459
N -0.852 -0.438 -0.442 -0.202
O 1.826 0.206 1.490 -0.706
O 0.936 -1.803 0.810 -0.760
H 2.758 -0.027 1.566 0.473
H 0.567 -1.746 1.700 0.484
H -0.616 0.962 2.282 0.029
H -0.720 -1.464 -0.387 0.404
H -2.697 -0.735 -1.254 0.192
H -1.125 0.826 2.863 -0.043
H 1.777 -1.125 -1.581 0.215
H 2.545 0.393 -1.078 0.226
H 3.129 -1.169 -0.441 0.204
H -2.854 1.803 -0.211 0.228
H -2.788 1.677 -1.969 0.220
H -1.305 1.987 -1.027 0.249
```

***

No. 2
Below is a cluster of 2 separate species, C4H12N2O2 in total, with properties calculated with ωB97M-V with the def2-TZVPD basis set.

ΔE to the lowest compared entry with this formula, charge and spin	120.5	kJ/mol
SMILES string	CCCNC(N)=O.O
E_HOMO	-9.402	eV
orbital gap	10.09	eV

```
20
Properties=species:S:1:pos:R:3:nbo_charge:R:1
C -1.923 -1.976 0.465 -0.606
C -1.230 -0.641 0.162 -0.417
C 0.306 -0.814 0.235 -0.223
N 0.873 0.430 0.812 -0.659
C 1.864 1.236 0.248 0.784
N 2.804 0.487 -0.413 -0.865
O 1.762 2.443 0.297 -0.653
H -1.483 -2.755 -0.205 0.199
H -1.794 -2.167 1.495 0.209
H -2.945 -1.982 0.148 0.214
H -1.693 0.202 0.677 0.228
H -1.522 -0.177 -0.825 0.192
H 0.649 -1.635 0.906 0.195
H 0.672 -0.956 -0.787 0.194
H 0.197 1.085 1.240 0.403
H 2.855 -0.487 -0.627 0.403
H 3.634 0.994 -0.691 0.399
O -1.187 2.468 -0.790 -0.942
H -0.234 2.341 -0.897 0.484
H -1.601 1.903 -1.450 0.460
```

***

No. 3
Below is a cluster of 2 separate species, C4H12N2O2 in total, with properties calculated with ωB97M-V with the def2-TZVPD basis set.

ΔE to the lowest compared entry with this formula, charge and spin	113.1	kJ/mol
SMILES string	CC[C@@H](N)C(N)=O.O
E_HOMO	-9.989	eV
orbital gap	10.84	eV

```
20
Properties=species:S:1:pos:R:3:nbo_charge:R:1
C -2.332 0.640 0.671 -0.599
C -0.826 0.306 0.717 -0.440
C -0.360 -0.309 -0.578 -0.130
N 0.061 0.568 -1.731 -0.836
C 0.907 -1.214 -0.404 0.692
N 1.152 -2.090 -1.392 -0.836
O 1.580 -1.103 0.618 -0.643
H -2.571 1.426 1.382 0.215
H -2.987 -0.209 0.832 0.208
H -2.525 1.108 -0.297 0.191
H -0.339 1.268 0.900 0.224
H -0.520 -0.329 1.545 0.235
H -1.043 -1.039 -1.022 0.194
H 0.944 0.999 -1.437 0.360
H -0.639 1.284 -1.827 0.360
H 0.777 -1.815 -2.292 0.400
H 1.538 -2.995 -1.432 0.411
O 2.163 1.405 2.131 -0.962
H 3.105 1.502 1.930 0.464
H 1.913 0.597 1.685 0.491
```

***

No. 4
Below is a cluster of 2 separate species, C4H12N2O2 in total, with properties calculated with ωB97M-V with the def2-TZVPD basis set.

ΔE to the lowest compared entry with this formula, charge and spin	118.5	kJ/mol
SMILES string	CC(C)NC(N)=O.O
E_HOMO	-9.657	eV
orbital gap	10.42	eV

```
20
Properties=species:S:1:pos:R:3:nbo_charge:R:1
C 1.109 -1.163 -0.667 -0.623
C 0.417 0.245 -0.809 -0.015
C 0.169 0.901 0.549 -0.649
N -0.816 0.057 -1.674 -0.649
C -1.959 -0.378 -1.021 0.775
N -3.206 -0.076 -1.531 -0.853
O -1.995 -0.902 0.087 -0.665
H 2.191 -0.978 -0.628 0.202
H 0.742 -1.664 0.228 0.219
H 0.933 -1.805 -1.518 0.221
H 1.024 0.858 -1.526 0.191
H 1.167 0.967 0.980 0.223
H -0.212 0.191 1.266 0.239
H -0.546 1.699 0.380 0.220
H -0.992 0.885 -2.230 0.377
H -3.406 0.383 -2.402 0.380
H -3.992 -0.193 -0.917 0.407
O 2.918 0.631 3.916 -0.940
H 2.612 -0.090 3.366 0.470
H 3.841 0.432 4.154 0.471
```

***

No. 5
Below is an isolated molecule of C4H12N2O3, with properties calculated with ωB97M-V with the def2-TZVPD basis set.

ΔE to the lowest compared entry with this formula, charge and spin	162.6	kJ/mol
SMILES string	CC[C@](N)(O)C(N)(O)O
E_HOMO	-9.183	eV
orbital gap	9.93	eV

```
21
Properties=species:S:1:pos:R:3:nbo_charge:R:1
C -2.153 -1.103 -0.550 -0.622
C -1.272 -0.270 0.363 -0.415
C 0.390 -0.414 -0.245 0.392
N 0.546 -0.203 -1.664 -0.884
O 0.961 -1.687 0.068 -0.749
C 1.123 0.687 0.632 0.576
N 0.276 1.851 0.761 -0.914
O 2.327 1.117 0.030 -0.745
O 1.413 0.214 1.914 -0.724
H -2.291 -0.592 -1.509 0.192
H -3.151 -1.223 -0.111 0.209
H -1.713 -2.083 -0.748 0.211
H -1.172 -0.758 1.334 0.212
H -1.803 0.666 0.562 0.214
H -0.128 0.446 -2.055 0.373
H 1.473 0.185 -1.854 0.394
H 1.163 -2.077 -0.800 0.497
H -0.047 2.185 -0.139 0.390
H -0.145 1.904 1.684 0.407
H 2.564 1.882 0.577 0.487
H 1.636 -0.725 1.752 0.499
```

***

No. 6
Below is a structure of composition C4H12N2O5S2, with properties calculated with ωB97M-V with the def2-TZVPD basis set.

ΔE to the lowest compared entry with this formula, charge and spin	157.6	kJ/mol
E_HOMO	-9.432	eV
orbital gap	9.23	eV

```
25
Properties=species:S:1:pos:R:3:nbo_charge:R:1
C -0.165 1.940 -1.414 -0.591
C 0.001 0.960 1.095 -0.629
C 0.582 1.138 -0.307 -0.298
C 0.415 -0.326 -0.721 0.107
N 1.246 -2.779 -1.009 -1.121
N -1.548 -1.499 1.911 -0.993
O 0.973 -1.796 1.434 -0.960
O 2.859 -1.255 -0.137 -0.926
O -2.582 -0.630 -0.243 -0.949
O -1.317 -2.672 -0.511 -0.980
O 0.172 -0.551 -2.029 -0.686
S 1.462 -1.559 0.057 2.232
S -1.418 -1.390 0.205 2.007
H -0.373 2.887 -1.208 0.213
H -1.197 1.537 -1.520 0.229
H 0.339 1.956 -2.293 0.219
H -1.111 0.727 1.049 0.210
H 0.478 0.256 1.726 0.246
H 0.058 1.953 1.616 0.220
H 1.595 1.333 -0.368 0.239
H 1.869 -3.568 -0.992 0.422
H 0.343 -3.314 -0.883 0.446
H -0.776 -1.987 2.275 0.418
H -1.769 -0.604 2.242 0.395
H 0.001 -1.445 -2.334 0.528
```

***

No. 7
Below is a cluster of 2 separate species, C4H12N2OS in total, with properties calculated with ωB97M-V with the def2-TZVPD basis set.

ΔE to the lowest compared entry with this formula, charge and spin	579.8	kJ/mol
E_HOMO (spin up / spin down)	-7.106 / -7.937	eV
orbital gap (spin up / spin down)	7.85 / 8.55	eV

```
20
Properties=species:S:1:pos:R:3:nbo_charge:R:1
C -1.357 1.706 0.651 -0.491
C 0.588 -2.832 -0.253 -0.251
C 2.426 0.983 0.581 -0.813
C 0.545 -0.491 -0.797 -0.007
N -2.319 0.524 -1.070 -0.648
N -1.652 0.432 0.186 -0.194
O 1.221 -1.611 -0.343 -0.539
S 1.606 0.984 -0.935 0.232
H -1.625 1.830 1.714 0.207
H -0.293 1.847 0.689 0.214
H -1.945 2.370 -0.029 0.190
H 1.312 -3.378 0.449 0.194
H 0.449 -3.445 -1.165 0.171
H -0.358 -2.848 0.211 0.183
H 2.692 -0.045 0.755 0.240
H 1.810 1.260 1.504 0.214
H 3.356 1.702 0.662 0.250
H -0.113 -0.662 -1.603 0.153
H -1.790 1.035 -1.716 0.337
H -2.457 -0.431 -1.443 0.357
```

***

No. 8
Below is a cluster of 2 separate species, C4H12N2OS in total, with properties calculated with ωB97M-V with the def2-TZVPD basis set.

ΔE to the lowest compared entry with this formula, charge and spin	330.4	kJ/mol
multiplicity	3
E_HOMO (spin up / spin down)	-5.373 / -9.221	eV
orbital gap (spin up / spin down)	6.17 / 7.14	eV
<S²>	2.0060

```
20
Properties=species:S:1:pos:R:3:mulliken_spin:R:1
C -1.969 0.999 1.067 0.001
C -2.026 0.472 -1.353 1.131
C 0.882 -1.963 -0.396 0.002
C -1.760 1.336 -0.383 0.777
N 1.923 -0.005 1.569 0.006
N 0.736 -0.575 -0.565 0.048
O 3.060 0.629 -0.554 0.001
S 1.603 0.667 0.216 0.004
H -1.135 0.844 1.656 0.040
H -2.595 1.609 1.603 0.055
H -2.449 0.009 1.130 -0.012
H -2.390 -0.538 -1.125 -0.003
H 3.494 0.057 0.012 0.001
H -1.581 0.681 -2.393 -0.023
H 1.622 -2.207 -1.120 0.001
H 1.356 -2.038 0.685 0.000
H -0.007 -2.694 -0.494 -0.001
H -1.228 2.311 -0.466 -0.013
H 2.178 0.688 2.288 -0.002
H 0.287 -0.284 -1.375 -0.016
```

***

No. 9
Below is a cluster of 2 separate species, C4H12N2S in total, with properties calculated with ωB97M-V with the def2-TZVPD basis set.

ΔE to the lowest compared entry with this formula, charge and spin	152.1	kJ/mol
E_HOMO	-6.647	eV
orbital gap	7.06	eV

```
19
Properties=species:S:1:pos:R:3:nbo_charge:R:1
C -0.242 -3.053 0.318 -0.610
C 0.340 -1.874 1.095 -0.528
S -0.787 -0.432 1.195 -0.622
H -0.507 -2.765 -0.701 0.177
H -1.158 -3.394 0.807 0.214
H 0.467 -3.883 0.273 0.196
H 1.302 -1.586 0.657 0.166
H 0.573 -2.198 2.111 0.204
C -0.118 3.086 0.410 -0.419
N 0.235 0.101 -1.672 -0.815
C 0.495 1.103 -0.817 0.431
N -0.141 2.243 -0.785 -0.528
H 0.521 3.949 0.276 0.204
H 0.216 2.475 1.244 0.246
H -1.135 3.393 0.618 0.223
H -0.394 0.295 -2.430 0.381
H 0.014 -0.737 -1.130 0.454
H 1.245 0.944 -0.063 0.228
H -0.926 2.334 -1.406 0.398
```

***

No. 10
Below is an isolated molecule of C4H12N2S, with properties calculated with ωB97M-V with the def2-TZVPD basis set.

ΔE to the lowest compared entry with this formula, charge and spin	216.5	kJ/mol
SMILES string	NCNCCCS
E_HOMO	-8.899	eV
orbital gap	9.73	eV

```
19
Properties=species:S:1:pos:R:3:nbo_charge:R:1
N -1.619 -0.614 3.150 -0.856
C -0.225 -0.815 2.512 -0.039
N -0.430 -0.911 1.033 -0.623
C 0.803 -0.729 0.284 -0.222
C 0.728 -0.946 -1.234 -0.438
C -0.226 0.035 -2.087 -0.432
S 0.479 1.897 -2.052 -0.151
H -1.760 0.418 3.450 0.355
H -1.686 -1.061 4.163 0.367
H 0.319 0.004 2.727 0.145
H 0.323 -1.688 2.875 0.177
H -1.077 -0.140 0.914 0.352
H 1.221 0.315 0.499 0.153
H 1.389 -1.528 0.717 0.207
H 1.595 -1.208 -1.951 0.231
H 0.174 -1.851 -1.193 0.222
H -0.543 -0.054 -3.118 0.231
H -1.085 0.124 -1.370 0.203
H 1.322 1.727 -1.009 0.117
```

***

No. 11
Below is an isolated molecule of C4H12N2S, with properties calculated with ωB97M-V with the def2-TZVPD basis set.

ΔE to the lowest compared entry with this formula, charge and spin	96.8	kJ/mol
SMILES string	CN[C@@H](CN)CS
E_HOMO	-8.744	eV
orbital gap	9.63	eV

```
19
Properties=species:S:1:pos:R:3:nbo_charge:R:1
C -0.729 -0.088 2.533 -0.428
N -0.972 0.671 1.284 -0.622
C -0.494 0.004 0.055 -0.077
C -1.686 -0.276 -0.855 -0.215
N -1.222 -0.803 -2.166 -0.845
C 0.662 0.744 -0.647 -0.541
S 2.249 -0.026 -0.284 -0.038
H 0.136 -0.770 2.371 0.161
H -1.515 -0.817 2.730 0.203
H -0.239 0.536 3.280 0.212
H -0.438 1.525 1.408 0.353
H -0.131 -0.983 0.367 0.181
H -2.427 -0.918 -0.355 0.176
H -2.235 0.638 -1.101 0.189
H -2.002 -1.039 -2.765 0.364
H -0.723 -1.654 -1.923 0.347
H 0.786 1.779 -0.321 0.213
H 0.550 0.719 -1.725 0.263
H 2.202 -0.149 1.021 0.105
```

***

No. 12
Below is a cluster of 2 separate species, C4H12N2S in total, with properties calculated with ωB97M-V with the def2-TZVPD basis set.

ΔE to the lowest compared entry with this formula, charge and spin	515.9	kJ/mol
E_HOMO	-7.418	eV
orbital gap	5.51	eV

```
19
Properties=species:S:1:pos:R:3:nbo_charge:R:1
C -0.208 0.808 -1.990 -0.647
C -0.119 0.667 -0.456 0.206
C 0.803 1.639 0.301 -0.581
S 0.096 1.773 1.997 -0.411
N 0.097 -0.723 -0.181 -0.578
C -0.459 -1.396 0.998 -0.078
N 0.546 -2.284 1.570 -0.848
H -1.052 0.357 -2.426 0.222
H -0.283 1.891 -2.215 0.229
H 0.701 0.263 -2.350 0.228
H -1.211 0.914 -0.054 -0.013
H 1.785 1.191 0.347 0.275
H 0.820 2.623 -0.191 0.215
H -2.076 0.890 0.190 0.256
H 0.245 -1.302 -1.007 0.370
H -0.606 -0.636 1.679 0.247
H -1.303 -1.968 0.633 0.174
H 1.053 -2.829 0.895 0.354
H 1.171 -1.878 2.261 0.381
```

***

Q: What is the ΔE to the lowest compared entry with this formula, charge and spin in the eighth record?
A: 330.4 kJ/mol